[1]
Below is an isolated molecule of C3H4O2S2, with properties calculated with ωB97M-V/def2-TZVPD.

The geometry in XYZ format:
```
11
Properties=species:S:1:pos:R:3:mulliken_charge:R:1
S -0.695 -1.731 2.332 -0.30
C -0.315 -0.791 1.064 0.37
O -0.095 0.522 1.175 -0.30
C -0.561 1.326 0.099 -0.28
S 0.423 1.061 -1.421 -0.14
C 0.817 -0.649 -0.983 -0.27
O -0.192 -1.266 -0.183 -0.29
H -0.447 2.363 0.385 0.29
H -1.608 1.110 -0.092 0.32
H 0.892 -1.261 -1.906 0.28
H 1.781 -0.685 -0.470 0.31
```

The HOMO energy is -9.0138 eV. The calculation puts the gap between HOMO and LUMO at 9.49 eV. The calculation puts the relative energy (zero: lowest compared OMol25 entry of this formula, charge and spin) at 94.2 kJ/mol. The structure (SMILES) is S=C1OCSCO1.

[2]
Below is a structure of composition C43H109AgF3N6O15, with properties calculated with ωB97M-V/def2-TZVPD.

The geometry in XYZ format:
```
177
Properties=species:S:1:pos:R:3:mulliken_charge:R:1
Ag -2.810 -2.460 0.364 0.01
C 4.239 -2.850 -2.562 0.38
O 4.710 -4.268 -2.543 -0.34
O 4.292 -2.396 -3.903 -0.85
C 2.929 -2.869 -1.745 0.79
F 2.904 -3.490 -0.536 -0.34
F 2.714 -1.603 -1.335 -0.15
F 1.828 -3.250 -2.390 -0.26
C 6.095 -4.518 -2.189 -0.18
C 6.183 -6.086 -2.144 -1.18
H 7.254 -6.282 -2.187 0.36
H 5.701 -6.424 -1.227 0.29
H 5.689 -6.702 -2.895 0.31
H 6.390 -4.030 -1.260 0.24
H 6.740 -4.118 -2.971 0.31
H 4.998 -2.321 -1.986 -0.27
C 0.154 -0.378 0.643 -0.46
C -0.746 0.019 -0.488 0.89
C -0.084 -0.040 -1.857 0.07
O -2.049 -0.441 -0.524 0.44
H 1.117 0.118 0.767 0.23
H 0.384 -1.440 0.551 -0.10
H -0.334 -0.286 1.613 -0.40
H -0.848 1.090 -0.308 -0.14
H 0.221 -1.020 -2.224 0.06
H 0.796 0.598 -1.766 -0.97
H -0.723 0.359 -2.645 0.50
C 8.084 3.293 3.326 -0.82
O 7.818 3.082 1.962 -0.37
C 8.916 2.775 1.116 -0.57
C 8.547 1.497 0.295 -0.59
N 7.098 1.607 -0.276 -0.17
H 6.608 2.038 0.495 0.49
H 7.238 2.316 -0.982 0.43
C 6.236 0.512 -0.831 -0.85
C 4.919 1.266 -1.071 0.63
O 4.374 1.648 0.198 -0.44
C 3.177 2.425 0.084 -0.39
H 8.488 2.376 3.757 0.38
H 7.221 3.415 3.980 0.26
H 8.722 4.158 3.506 0.32
H 9.791 2.593 1.740 0.48
H 9.158 3.585 0.428 0.35
H 8.363 0.716 1.032 0.29
H 9.120 1.200 -0.584 0.42
H 6.289 -0.339 -0.151 0.32
H 6.794 0.448 -1.765 0.40
H 4.193 0.570 -1.490 -0.52
H 5.131 2.073 -1.772 0.45
H 2.790 2.773 1.043 0.39
H 2.335 1.961 -0.429 -0.26
H 3.420 3.375 -0.392 0.34
C -4.891 2.173 4.535 -0.81
O -4.384 1.068 3.719 -0.27
C -3.111 0.519 4.039 -1.04
C -2.898 -0.846 3.384 0.69
N -4.052 -1.710 3.842 0.06
H -4.915 -1.197 3.733 0.56
H -3.923 -2.467 3.186 0.43
C -3.921 -2.115 5.283 -0.18
C -5.229 -2.754 5.706 -1.04
O -6.454 -1.963 5.540 -0.32
C -7.639 -2.377 6.216 -0.82
H -5.937 2.317 4.260 0.30
H -4.497 3.113 4.149 0.28
H -4.747 2.000 5.601 0.36
H -2.904 0.427 5.105 0.70
H -2.308 1.231 3.850 0.63
H -1.976 -1.404 3.554 -0.42
H -3.087 -0.676 2.324 -0.50
H -3.835 -1.308 6.011 0.36
H -3.132 -2.847 5.456 0.11
H -5.177 -3.095 6.740 0.53
H -5.423 -3.719 5.237 0.43
H -8.557 -1.948 5.815 0.28
H -7.617 -2.132 7.278 0.34
H -7.914 -3.430 6.155 0.33
C 1.802 9.163 -4.390 -0.64
O 1.377 8.167 -5.394 -0.37
C 2.418 7.229 -5.933 -0.70
C 1.824 5.845 -6.229 -0.54
N 2.171 4.974 -5.034 -0.21
H 3.120 4.811 -5.340 0.41
H 2.251 5.448 -4.146 0.41
C 1.530 3.614 -4.929 -1.01
C 1.747 2.958 -3.560 0.38
O 3.029 2.343 -3.506 -0.20
C 3.177 1.004 -4.050 -0.97
H 2.259 10.039 -4.851 0.30
H 2.537 8.679 -3.747 0.28
H 1.005 9.585 -3.778 0.27
H 3.315 7.266 -5.315 0.41
H 2.835 7.619 -6.861 0.47
H 2.360 5.492 -7.110 0.36
H 0.745 5.901 -6.375 0.41
H 1.835 3.196 -5.888 0.47
H 0.472 3.865 -5.003 0.31
H 0.980 2.208 -3.365 -0.31
H 1.681 3.697 -2.761 0.46
H 4.139 0.552 -3.809 0.34
H 3.084 0.939 -5.134 0.43
H 2.401 0.269 -3.836 0.23
C -6.727 4.518 -1.954 -0.79
O -5.989 3.311 -2.160 -0.36
C -6.502 2.279 -1.271 -0.72
C -5.437 1.143 -1.166 -0.48
N -4.019 1.695 -0.848 0.62
H -3.350 0.975 -1.082 -0.41
H -3.756 2.452 -1.463 0.57
C -3.756 2.077 0.609 -0.06
C -3.693 3.615 0.834 -0.90
O -2.723 4.090 -0.135 -0.35
C -1.998 5.232 0.379 -0.82
H -7.761 4.449 -1.616 0.37
H -6.893 4.811 -2.991 0.32
H -6.159 5.250 -1.379 0.25
H -7.402 1.896 -1.751 0.53
H -6.712 2.621 -0.257 0.37
H -5.443 0.564 -2.089 0.22
H -5.592 0.374 -0.409 0.41
H -2.802 1.565 0.731 -0.28
H -4.568 1.602 1.161 0.42
H -3.322 3.747 1.850 0.71
H -4.715 3.977 0.720 0.24
H -1.686 5.967 -0.364 0.28
H -1.070 4.930 0.864 0.31
H -2.601 5.757 1.120 0.37
C 1.651 -0.198 3.925 -0.14
O 2.268 -1.448 4.274 -0.43
C 2.016 -2.467 3.412 -0.45
C 0.714 -3.256 3.644 -0.39
N 0.357 -3.398 5.132 -0.06
H 0.091 -2.475 5.441 0.40
H -0.483 -3.958 5.175 0.35
C 1.439 -4.175 6.021 -0.48
C 0.832 -4.649 7.239 -0.63
O -0.354 -5.325 6.997 -0.37
C -0.131 -6.646 6.639 -0.78
H 2.238 0.381 3.212 0.23
H 1.422 0.483 4.745 0.39
H 0.697 -0.357 3.423 -0.24
H 2.932 -3.051 3.502 0.37
H 2.160 -2.101 2.395 0.43
H 0.602 -4.263 3.243 0.64
H -0.095 -2.763 3.105 -0.23
H 2.156 -3.359 6.112 0.48
H 1.750 -5.066 5.475 0.29
H 0.568 -3.726 7.754 0.35
H 1.519 -5.147 7.923 0.39
H 0.862 -6.911 6.274 0.39
H -0.739 -6.735 5.739 0.28
H -0.527 -7.371 7.350 0.29
C -1.210 -4.301 -1.831 -0.75
O -2.530 -4.027 -1.318 -0.23
C -3.515 -4.830 -1.820 -0.64
C -4.222 -4.322 -3.105 -0.58
N -4.527 -2.695 -3.116 -0.05
H -5.359 -2.403 -3.609 0.40
H -4.962 -2.507 -2.224 0.27
C -3.227 -1.900 -3.331 1.19
C -3.082 -1.431 -4.842 -0.73
O -3.137 -2.623 -5.565 -0.31
C -2.890 -2.364 -6.962 -0.78
H -0.579 -3.589 -1.299 0.01
H -1.098 -4.261 -2.915 0.41
H -0.819 -5.314 -1.736 0.46
H -4.216 -4.783 -0.986 0.32
H -3.203 -5.874 -1.796 0.44
H -5.173 -4.822 -3.289 0.55
H -3.601 -4.658 -3.935 0.30
H -2.376 -2.552 -3.136 -0.67
H -3.237 -1.224 -2.477 -0.63
H -2.162 -0.851 -4.923 0.49
H -3.909 -0.757 -5.064 0.46
H -3.630 -1.731 -7.453 0.33
H -2.805 -3.270 -7.561 0.29
H -1.944 -1.827 -7.035 0.33
```

The HOMO energy is -13.9160 eV. The calculation puts the gap between HOMO and LUMO at 1.59 eV. Its total charge is +5. The calculation puts the relative energy (zero: lowest compared OMol25 entry of this formula, charge and spin) at 0.0 kJ/mol.

[3]
Below is the ion C5H9FNS with charge +1, with properties calculated with ωB97M-V/def2-TZVPD.

The geometry in XYZ format:
```
17
Properties=species:S:1:pos:R:3:lowdin_spin:R:1
C -1.097 -1.068 1.001 0.77
C -2.534 -0.458 0.207 0.58
C -0.384 0.849 -0.292 0.02
C -0.108 1.885 0.815 0.02
C 0.253 -1.262 -1.125 0.04
N -0.080 -0.525 0.144 0.10
F -3.714 -0.672 0.630 0.13
S -2.205 0.897 -0.700 0.26
H -1.221 -2.061 1.243 0.05
H 0.093 1.214 -1.198 0.00
H 0.281 2.823 0.505 0.00
H 0.795 1.585 1.349 0.00
H -0.952 2.114 1.430 0.00
H 1.261 -0.998 -1.360 0.00
H 0.228 -2.350 -0.996 0.00
H -0.350 -0.812 -1.879 0.00
H 0.710 -0.366 0.760 0.01
```

Its multiplicity is 3. The HOMO energy (alpha / beta) is -10.9915 / -14.6219 eV. The calculation puts the gap between HOMO and LUMO (alpha / beta) at 7.82 / 8.43 eV. The expectation value of S² is 2.01. Its total charge is +1. The calculation puts the relative energy (zero: lowest compared OMol25 entry of this formula, charge and spin) at 0.0 kJ/mol.